[1]
{
  "formula": "C32H28AsClN4OPdS2",
  "method": "the ωB97M-V functional and the def2-TZVPD basis",
  "elements": ["Pd", "S", "N", "C", "C", "C", "C", "C", "N", "C", "C", "N", "C", "C", "C", "C", "C", "N", "H", "H", "H", "H", "H", "H", "Cl", "C", "C", "C", "C", "C", "C", "C", "H", "H", "H", "H", "H", "H", "C", "C", "O", "S", "C", "C", "C", "C", "C", "C", "C", "C", "H", "H", "H", "H", "H", "H", "H", "C", "As", "C", "C", "H", "H", "H", "H", "H", "H", "H", "H", "H"],
  "coordinates": [[0.26, -1.25, 0.09], [-7.37, -2.12, -0.65], [-6.32, -1.09, -1.33], [-5.14, -1.34, -0.80], [-3.91, -0.64, -1.10], [-3.87, 0.41, -2.01], [-2.67, 1.04, -2.26], [-1.54, 0.59, -1.58], [-1.57, -0.41, -0.71], [-2.73, -1.04, -0.44], [-2.75, -2.14, 0.52], [-1.60, -2.50, 1.11], [-1.60, -3.48, 1.99], [-2.74, -4.20, 2.35], [-3.94, -3.85, 1.76], [-3.96, -2.81, 0.84], [-5.16, -2.39, 0.17], [-6.36, -2.91, 0.35], [-4.78, 0.72, -2.50], [-2.59, 1.87, -2.95], [-0.57, 1.05, -1.74], [-0.65, -3.71, 2.45], [-2.68, -5.01, 3.06], [-4.86, -4.37, 1.99], [4.26, -0.09, 0.42], [2.94, 0.43, 1.57], [3.53, 1.29, 2.63], [3.27, 1.09, 3.93], [2.45, -0.02, 4.39], [1.89, -0.88, 3.53], [1.97, -0.70, 2.06], [1.84, -1.95, 1.20], [4.17, 2.10, 2.30], [3.69, 1.76, 4.67], [2.34, -0.15, 5.46], [1.32, -1.73, 3.89], [1.50, -2.81, 1.79], [2.74, -2.20, 0.64], [2.72, 7.09, 0.27], [2.07, 7.53, -1.02], [2.13, 8.65, -1.45], [1.13, 6.33, -1.97], [1.32, 4.77, -1.13], [0.24, 4.22, -0.45], [0.37, 3.01, 0.20], [1.59, 2.32, 0.20], [2.67, 2.88, -0.50], [2.53, 4.07, -1.19], [1.72, 1.07, 0.92], [0.84, 0.16, 1.42], [3.64, 6.55, 0.06], [2.07, 6.43, 0.84], [2.96, 7.98, 0.85], [-0.69, 4.77, -0.42], [-0.46, 2.57, 0.74], [3.61, 2.35, -0.54], [3.35, 4.47, -1.77], [0.45, -4.59, -1.25], [0.51, -2.71, -1.78], [-0.86, -2.68, -3.18], [2.11, -2.75, -2.89], [0.57, -5.25, -2.11], [-0.50, -4.79, -0.76], [1.25, -4.77, -0.54], [-0.75, -3.52, -3.86], [-0.77, -1.75, -3.75], [-1.85, -2.71, -2.72], [2.07, -3.61, -3.56], [3.00, -2.82, -2.26], [2.18, -1.84, -3.49]],
  "gap_ev": [5.42, 5.42],
  "e_tot_ha": -5150.61161,
  "total_charge": 0,
  "e_above_lowest_kcal_mol": 44.9
}



[2]
{
  "formula": "C6H12NS",
  "method": "the ωB97M-V functional and the def2-TZVPD basis",
  "elements": ["C", "C", "C", "C", "C", "N", "C", "S", "H", "H", "H", "H", "H", "H", "H", "H", "H", "H", "H", "H"],
  "coordinates": [[-0.06, 2.51, 0.36], [0.05, 1.24, -0.05], [1.42, 0.42, 0.09], [1.41, -0.81, -0.45], [2.43, -1.87, -0.22], [-1.23, 0.65, -0.65], [-2.12, 0.03, 0.42], [-3.16, -1.25, -0.15], [-0.98, 3.00, 0.36], [0.82, 3.11, 0.64], [2.15, 0.97, 0.76], [0.49, -1.30, -0.82], [2.52, -2.59, -0.97], [3.42, -1.35, -0.07], [2.01, -2.43, 0.75], [-1.59, 1.35, -1.34], [-0.89, -0.09, -1.34], [-1.37, -0.14, 1.35], [-2.72, 0.81, 0.75], [-2.60, -2.26, 0.57]],
  "gap_ev": 9.84,
  "smiles": "C=C(/C=C/C)[NH2+]CS",
  "e_tot_ha": -688.40844,
  "total_charge": 1,
  "e_above_lowest_kcal_mol": 62.4
}



[3]
{
  "formula": "C2H5NO2",
  "method": "the ωB97M-V functional and the def2-TZVPD basis",
  "elements": ["C", "N", "O", "C", "O", "H", "H", "H", "H", "H"],
  "coordinates": [[0.49, 1.09, -0.40], [0.07, -0.29, -0.21], [1.05, -1.24, 0.16], [-1.14, -0.58, 0.21], [-1.29, -1.61, 0.92], [0.68, 1.65, 0.57], [-0.06, 1.49, -1.26], [1.47, 0.92, -0.76], [0.70, -1.48, 1.02], [-1.97, 0.05, -0.25]],
  "gap_ev": 10.53,
  "smiles": "CN(O)C=O",
  "e_tot_ha": -284.36304,
  "total_charge": 0,
  "e_above_lowest_kcal_mol": 65.5
}



[4]
{
  "formula": "C54H42O8",
  "method": "the ωB97M-V functional and the def2-TZVPD basis",
  "elements": ["C", "C", "C", "C", "C", "O", "O", "C", "C", "C", "C", "C", "C", "C", "H", "H", "H", "H", "H", "H", "H", "H", "H", "H", "H", "H", "H", "H", "H", "H", "H", "H", "O", "C", "C", "C", "C", "C", "C", "C", "C", "O", "C", "C", "C", "C", "C", "C", "H", "H", "H", "H", "H", "H", "H", "H", "O", "C", "C", "C", "C", "C", "C", "C", "C", "O", "C", "C", "C", "C", "C", "C", "H", "H", "H", "H", "H", "H", "H", "H", "O", "C", "C", "C", "C", "C", "C", "C", "C", "O", "C", "C", "C", "C", "C", "C", "H", "H", "H", "H", "H", "H", "H", "H"],
  "coordinates": [[4.35, 4.57, 1.67], [3.88, 3.66, 1.04], [2.93, 2.76, 0.35], [1.72, 3.49, -0.28], [2.04, 4.98, -0.56], [2.48, 5.47, -1.55], [1.69, 5.70, 0.56], [1.01, 4.88, 1.50], [0.48, 3.76, 0.61], [-0.29, 2.59, 1.20], [-1.73, 2.96, 1.63], [-2.59, 3.52, 0.49], [-4.06, 3.75, 0.87], [-4.83, 4.20, -0.42], [4.80, 5.35, 2.22], [3.50, 2.33, -0.48], [2.65, 1.92, 0.99], [1.27, 2.95, -1.12], [0.21, 5.37, 2.07], [1.66, 4.50, 2.29], [-0.16, 4.31, -0.09], [0.20, 2.12, 2.06], [-0.33, 1.82, 0.42], [-1.63, 3.75, 2.39], [-2.18, 2.10, 2.14], [-2.48, 2.87, -0.39], [-2.19, 4.50, 0.21], [-4.07, 4.55, 1.61], [-4.51, 2.84, 1.27], [-4.08, 4.59, -1.12], [-5.24, 3.30, -0.88], [-5.58, 4.96, -0.22], [-1.14, -1.09, 0.32], [-1.23, -2.25, -0.03], [-2.53, -2.96, 0.06], [-3.66, -2.28, 0.52], [-4.88, -2.93, 0.56], [-4.99, -4.25, 0.15], [-3.87, -4.94, -0.29], [-2.64, -4.30, -0.34], [-1.44, -5.05, -0.80], [-1.53, -6.23, -1.09], [-0.15, -4.33, -0.90], [0.97, -5.01, -1.36], [2.18, -4.34, -1.50], [2.27, -2.99, -1.17], [1.16, -2.32, -0.69], [-0.05, -2.98, -0.55], [-3.57, -1.25, 0.83], [-5.76, -2.40, 0.91], [-5.95, -4.75, 0.18], [-3.96, -5.97, -0.61], [0.90, -6.06, -1.63], [3.05, -4.87, -1.86], [3.21, -2.47, -1.28], [1.23, -1.27, -0.43], [-7.25, -2.35, -3.34], [-7.33, -3.21, -4.20], [-8.52, -3.30, -5.09], [-9.55, -2.38, -4.94], [-10.65, -2.43, -5.78], [-10.72, -3.40, -6.78], [-9.71, -4.33, -6.91], [-8.61, -4.29, -6.07], [-7.53, -5.31, -6.22], [-7.63, -6.20, -7.03], [-6.33, -5.20, -5.35], [-5.30, -6.13, -5.49], [-4.16, -6.02, -4.71], [-4.05, -5.00, -3.78], [-5.08, -4.08, -3.62], [-6.22, -4.19, -4.40], [-9.49, -1.62, -4.17], [-11.45, -1.71, -5.67], [-11.57, -3.43, -7.44], [-9.77, -5.09, -7.68], [-5.38, -6.92, -6.22], [-3.36, -6.74, -4.83], [-3.15, -4.91, -3.17], [-4.99, -3.29, -2.89], [6.64, 3.14, 5.48], [7.81, 3.02, 5.19], [8.87, 3.23, 6.21], [8.52, 3.56, 7.51], [9.50, 3.73, 8.48], [10.84, 3.57, 8.15], [11.20, 3.26, 6.85], [10.22, 3.09, 5.87], [10.63, 2.78, 4.48], [11.80, 2.71, 4.17], [9.56, 2.54, 3.47], [9.92, 2.21, 2.16], [8.94, 1.95, 1.22], [7.60, 2.03, 1.57], [7.24, 2.37, 2.86], [8.21, 2.63, 3.81], [7.47, 3.69, 7.77], [9.21, 3.98, 9.49], [11.60, 3.69, 8.91], [12.24, 3.14, 6.59], [10.97, 2.14, 1.89], [9.22, 1.69, 0.21], [6.83, 1.82, 0.84], [6.19, 2.43, 3.13]],
  "gap_ev": 8.53,
  "smiles": "C#CC[C@@H]1C(=O)OC[C@@H]1CCCCC.O=C1c2ccccc2C(=O)c2ccccc21.O=C1c2ccccc2C(=O)c2ccccc21.O=C1c2ccccc2C(=O)c2ccccc21",
  "e_tot_ha": -2684.87858,
  "total_charge": 0
}



[5]
{
  "formula": "C3H2ClN",
  "method": "the ωB97M-V functional and the def2-TZVPD basis",
  "elements": ["C", "C", "Cl", "C", "N", "H", "H"],
  "coordinates": [[0.86, 0.79, -0.03], [0.02, -0.25, -0.08], [0.56, -1.86, -0.02], [-1.38, -0.40, -0.06], [-2.45, -0.84, 0.01], [1.96, 0.81, 0.05], [0.43, 1.77, 0.13]],
  "gap_ev": 10.29,
  "smiles": "C=C(Cl)C#N",
  "e_tot_ha": -630.40666,
  "total_charge": 0,
  "e_above_lowest_kcal_mol": 13.9
}



[6]
{
  "formula": "C4H6N2O",
  "method": "the ωB97M-V functional and the def2-TZVPD basis",
  "elements": ["C", "C", "N", "C", "C", "O", "N", "H", "H", "H", "H", "H", "H"],
  "coordinates": [[2.17, -0.17, 0.13], [0.72, -0.08, -0.18], [0.15, -0.36, -1.33], [-1.20, -0.18, -1.15], [-1.44, 0.22, 0.14], [-2.55, 0.50, 0.86], [-0.22, 0.30, 0.75], [2.65, -0.78, -0.64], [2.34, -0.64, 1.10], [2.67, 0.81, 0.13], [-1.92, -0.35, -1.94], [-3.31, 0.15, 0.38], [-0.06, 0.59, 1.70]],
  "gap_ev": 8.73,
  "smiles": "Cc1ncc(O)[nH]1",
  "e_tot_ha": -340.77430,
  "total_charge": 0,
  "e_above_lowest_kcal_mol": 12.9
}